1.
The following is a DFT calculation (ωB97M-V/def2-TZVPD) of C25H33N3O4S in the gas phase.

XYZ file:
```
66
Properties=species:S:1:pos:R:3:forces:R:3:nbo_charge:R:1
C -2.132957 -0.129590 3.635156 -0.083 -0.025 -0.232 -0.605
H -1.178654 -0.329921 4.116588 0.103 -0.018 0.113 0.204
C -1.957724 -0.073289 2.122071 0.231 0.101 0.108 -0.399
C -0.935585 0.971578 1.671754 -0.385 0.054 0.014 -0.411
C -1.413898 2.415012 1.844268 0.128 -0.323 -0.041 -0.205
N -0.369292 3.368307 1.473849 0.032 0.052 0.222 -0.479
C -0.914507 4.628866 0.971349 -0.234 0.060 -0.195 -0.218
H -1.790179 4.941699 1.563370 0.107 0.011 0.060 0.181
C -1.302044 4.564052 -0.509474 0.322 0.043 0.136 -0.412
H -1.779264 5.506481 -0.782123 -0.069 0.010 -0.016 0.217
H -2.021947 3.761363 -0.676499 -0.097 0.000 -0.042 0.203
C -0.090433 4.335728 -1.416116 -0.215 0.159 -0.183 -0.225
N 0.493224 3.042697 -1.147887 0.167 0.060 0.116 -0.648
C 0.462504 2.037915 -2.045621 0.227 0.036 0.195 0.650
O 0.160342 2.163238 -3.216248 -0.173 -0.130 -0.295 -0.624
C 0.808220 0.713804 -1.424722 0.047 -0.235 -0.028 -0.109
C -0.008023 -0.365740 -1.727189 0.134 -0.077 0.073 -0.163
C 0.137380 -1.585670 -1.063860 0.256 0.458 -0.002 0.152
C 1.133114 -1.672597 -0.093994 -0.034 -0.485 0.288 -0.288
C 2.003165 -0.627577 0.151795 0.110 0.005 0.128 -0.213
C 1.845409 0.576501 -0.505886 -0.150 -0.060 -0.119 -0.163
H 2.508371 1.403832 -0.308111 0.059 0.093 0.057 0.220
H 2.766571 -0.776740 0.899464 0.142 0.056 0.058 0.248
S 1.284062 -3.171994 0.868731 0.177 0.243 0.011 2.177
O -0.019942 -3.555372 1.334755 -0.016 -0.091 -0.249 -0.920
O 2.331385 -3.008150 1.839206 0.231 0.027 -0.259 -0.933
C 1.832399 -4.237770 -0.450653 -0.232 0.368 0.256 -0.238
C 3.110058 -4.759066 -0.472074 0.116 -0.013 0.197 -0.210
C 3.529629 -5.476605 -1.579588 -0.069 0.009 0.044 -0.195
C 2.665386 -5.656569 -2.649584 0.020 0.016 0.003 -0.189
C 1.384930 -5.132010 -2.616291 -0.107 0.163 0.132 -0.157
C 0.959793 -4.393105 -1.515255 0.089 -0.405 -0.013 -0.135
C -0.468659 -3.954724 -1.460553 -0.048 -0.020 -0.312 0.687
O -1.347017 -4.771143 -1.647516 -0.021 -0.095 -0.006 -0.587
N -0.760726 -2.625992 -1.313462 -0.366 0.023 -0.166 -0.451
C -2.182497 -2.287339 -1.390732 -0.414 -0.138 -0.119 -0.212
C -2.724426 -2.328944 -2.815304 0.081 -0.014 0.194 -0.619
H -2.632559 -3.335212 -3.213770 -0.019 -0.041 -0.051 0.231
H -3.775709 -2.053854 -2.809119 -0.122 0.037 -0.049 0.216
H -2.188447 -1.643620 -3.467648 0.017 0.089 -0.072 0.201
H -2.317652 -1.300466 -0.946260 0.047 -0.090 0.029 0.205
H -2.713932 -3.025811 -0.784120 0.028 0.171 0.007 0.234
H 0.703134 -5.289124 -3.438116 -0.080 -0.033 -0.043 0.232
H 2.988659 -6.218352 -3.512887 0.024 -0.038 -0.075 0.222
H 4.523280 -5.896812 -1.607549 0.080 -0.024 0.012 0.223
H 3.745792 -4.596760 0.384174 0.140 0.003 0.054 0.246
H -0.773733 -0.230761 -2.474511 -0.095 -0.021 -0.078 0.235
H 0.530889 2.838669 -0.147877 -0.044 -0.200 -0.159 0.442
H -0.382173 4.359149 -2.469155 0.095 0.053 0.123 0.237
H 0.660015 5.114221 -1.240418 -0.070 0.042 -0.074 0.187
H -0.150462 5.400221 1.087113 -0.024 0.041 0.034 0.197
C 0.583059 3.581892 2.560004 0.213 0.060 -0.020 -0.213
C 1.970573 3.938727 2.037619 -0.263 -0.039 0.213 -0.611
H 2.365131 3.125206 1.434905 0.073 -0.086 -0.083 0.203
H 2.643835 4.107980 2.874091 0.132 0.052 0.041 0.217
H 1.948784 4.839045 1.429133 0.046 0.111 -0.084 0.202
H 0.228821 4.368295 3.246018 -0.044 -0.096 0.017 0.172
H 0.658946 2.657048 3.133788 -0.053 0.045 0.040 0.202
H -1.747872 2.589807 2.877577 -0.058 0.078 -0.042 0.175
H -2.273842 2.572828 1.189940 -0.039 0.008 0.037 0.195
H -0.007077 0.814477 2.223418 0.114 0.003 0.006 0.196
H -0.715159 0.816326 0.615029 0.065 0.031 0.019 0.207
H -2.921415 0.133101 1.649355 -0.046 -0.064 -0.092 0.190
H -1.617496 -1.053522 1.779131 -0.088 -0.023 -0.080 0.216
H -2.820745 -0.928120 3.901006 -0.061 -0.056 0.126 0.215
H -2.530813 0.804257 4.025517 -0.031 0.068 0.114 0.195
```
Forces are in eV/Å.

Calculated values
**Energy**: -1835.88217 Eh
**Structure (SMILES)**: CCCCN(CC)CCCNC(=O)c1ccc2c(c1)N(CC)C(=O)c1ccccc1S2(=O)=O
**Energy relative to the best compared isomer or geometry (same formula, charge and spin)**: 46.2 kJ/mol
**Spin multiplicity**: 1

2.
The following is a DFT calculation (ωB97M-V/def2-TZVPD) of C2H6N2S in the gas phase.

XYZ file:
```
11
Properties=species:S:1:pos:R:3:forces:R:3:nbo_charge:R:1
C 1.170902 -0.665168 0.007485 2.590 -0.969 -0.335 -0.397
C -0.472114 0.984746 0.812923 2.727 -2.027 0.440 -0.117
H 1.690101 -0.785000 -0.968511 -0.465 0.408 0.458 0.217
H 1.872391 -0.207274 0.688029 0.250 -0.105 0.446 0.207
H 0.921171 -1.677666 0.299353 0.035 -0.360 0.427 0.196
H -1.597431 -0.692589 -0.645017 0.214 0.074 -0.833 0.354
H -1.150551 0.608037 -1.485128 -0.055 -0.660 -0.226 0.364
H 0.288105 1.157420 1.571687 0.003 0.453 0.169 0.188
N 0.033971 0.106954 -0.079780 -1.977 1.877 -0.727 -0.245
N -0.775621 -0.293612 -1.145903 -1.525 0.347 0.306 -0.638
S -1.980924 1.464152 0.944861 -1.796 0.962 -0.123 -0.128
```
Forces are in eV/Å.

Calculated values
**Energy**: -587.45109 Eh
**Structure (SMILES)**: CN(N)C=S
**Energy relative to the best compared isomer or geometry (same formula, charge and spin)**: 138.9 kJ/mol
**Spin multiplicity**: 1

3.
The following is a DFT calculation (ωB97M-V/def2-TZVPD) of 5 unconnected molecules or ions with the total composition C34H30IN2O21PS.

XYZ file:
```
90
Properties=species:S:1:pos:R:3:forces:R:3:mulliken_charge:R:1
C -1.446418 1.694790 -4.417320 -0.296 0.281 -0.814 -0.599
C -2.588733 1.054994 -4.118181 0.001 -0.247 1.124 -0.444
C -2.673468 0.182691 -2.833033 -0.186 1.846 -0.606 -0.470
C -1.963999 -1.220089 -2.989542 -2.303 -0.170 1.715 1.436
P -1.823641 -1.906742 -4.720826 1.502 0.601 -3.316 0.616
N -0.917356 -1.064514 -5.688619 -0.043 -0.513 0.553 -0.752
O -3.351898 -1.886744 -5.295678 0.752 -0.346 1.498 -0.612
O -1.316691 -3.466268 -4.735321 -1.158 0.628 0.981 -0.481
O -2.979606 -2.130515 -2.403508 0.053 -1.435 0.379 -0.565
C -2.342064 -3.224271 -1.857521 2.067 2.509 -1.271 0.376
O -2.790163 -4.181225 -1.375835 -1.118 -1.417 0.406 -0.636
O -0.975391 -2.979990 -1.946705 -0.695 -0.247 0.635 -0.157
C -0.830093 -1.546098 -1.938463 -0.481 -1.395 -1.323 0.551
C -1.143189 -1.084615 -0.485011 1.148 0.966 0.412 -1.218
C -0.381332 -1.871959 0.641171 0.217 0.528 0.314 -0.306
C 0.858613 -1.104345 1.243267 -1.630 -0.240 0.012 -1.059
I 2.689056 -1.536139 0.192409 -0.259 0.008 0.623 -0.064
N 0.508651 -1.306830 -2.497179 -1.303 -0.186 -0.004 -0.377
C 0.833940 -0.151391 -2.478999 0.940 2.021 1.869 0.311
S 1.255003 1.283749 -1.934299 0.021 -0.840 -1.209 -0.154
H -0.838514 2.243146 -3.681547 0.298 -1.394 -0.125 0.322
H -1.107201 1.674360 -5.471953 -0.647 1.157 0.521 0.201
H -3.496369 1.115523 -4.744099 0.983 -1.066 -0.378 0.347
H -3.738798 0.050222 -2.556903 0.710 -0.414 -0.127 0.260
H -2.216834 0.786261 -2.017971 0.023 -0.689 -0.330 0.347
H -0.181475 -1.640851 -6.093705 0.012 0.395 0.011 0.185
H -3.304182 -1.926332 -6.266879 0.169 0.147 0.327 0.337
H -0.575947 -3.594325 -5.344623 -0.145 0.247 0.232 0.344
H -2.222343 -1.103816 -0.234995 0.518 -0.194 -0.726 0.490
H -0.841884 -0.014882 -0.385745 -0.293 -0.613 -0.157 0.669
H -1.097558 -1.956263 1.492348 0.420 -0.026 -0.573 0.504
H -0.107107 -2.907602 0.368124 -0.322 0.954 0.029 -0.137
H 0.896122 -1.388754 2.314360 0.676 0.086 -0.757 0.535
H 0.650053 -0.017896 1.201030 0.507 -0.502 -0.059 0.365
C 3.422283 3.854980 2.743005 -0.323 -0.033 -0.171 -0.936
C 4.597704 4.480771 2.592264 0.103 -0.408 0.713 0.432
C 5.002470 5.081438 1.282411 -0.146 0.142 -0.664 0.954
O 6.071168 5.657144 1.200320 0.038 -0.058 0.373 -0.630
C 4.088107 4.943683 0.152237 0.274 0.110 0.111 -0.935
C 2.917962 4.316018 0.304201 0.037 0.193 -0.683 0.360
C 2.500640 3.739106 1.620461 0.106 -0.168 0.717 1.056
O 1.414905 3.192037 1.708362 -0.034 0.047 -0.401 -0.672
O 2.056231 4.169277 -0.711785 -0.023 -0.177 0.625 -0.612
O 5.462707 4.603425 3.595505 0.538 -1.856 -1.524 -0.632
H 3.116968 3.418593 3.684136 0.024 -0.008 -0.010 0.465
H 4.398339 5.366012 -0.793450 -0.023 -0.008 0.004 0.444
H 1.294320 3.686645 -0.336567 -0.031 0.082 -0.020 0.306
H 6.222363 5.092323 3.227291 -0.007 0.037 0.152 0.363
C 4.185125 9.635997 6.337757 -0.083 -0.283 0.035 -0.924
C 4.832957 10.516186 5.566851 -0.275 0.386 0.577 0.307
C 5.519483 10.096175 4.304811 0.199 -0.442 -0.426 0.842
O 6.079398 10.936781 3.627549 -0.100 0.229 0.255 -0.604
C 5.488145 8.680614 3.944295 0.080 0.242 -0.058 -0.798
C 4.843292 7.800737 4.717180 0.150 -0.368 -0.478 0.043
C 4.134200 8.225360 5.964427 -0.167 0.472 0.455 0.977
O 3.546169 7.388806 6.624014 0.120 -0.247 -0.255 -0.630
O 4.799741 6.491169 4.411965 -0.750 2.526 1.236 -0.234
O 4.899890 11.816120 5.882725 0.244 -0.370 -0.529 -0.560
H 3.683761 9.927541 7.250187 0.006 0.015 -0.019 0.423
H 6.002549 8.386302 3.038928 -0.022 -0.007 -0.004 0.505
H 4.275123 6.076360 5.124107 0.065 -0.112 -0.052 0.289
H 5.418518 12.233818 5.168341 -0.034 0.053 0.057 0.358
C 2.760212 -6.813993 -0.542463 0.138 -0.233 0.201 -0.870
C 1.805410 -5.876537 -0.525309 0.274 0.147 -0.798 0.410
C 0.955697 -5.649606 0.686696 -0.081 -0.219 0.539 0.704
O 0.113366 -4.771530 0.659760 0.115 -0.393 -0.182 -0.509
C 1.175457 -6.500483 1.850913 -0.152 0.247 -0.143 -1.108
C 2.127543 -7.439298 1.831276 -0.321 -0.051 0.677 0.304
C 2.996315 -7.649282 0.630481 0.199 0.153 -0.685 1.038
O 3.861123 -8.504684 0.669042 -0.127 -0.083 0.356 -0.617
O 2.352851 -8.237690 2.882367 0.292 0.053 -0.612 -0.579
O 1.564599 -5.097562 -1.588240 -0.289 -0.115 0.780 -0.583
H 3.382336 -6.987297 -1.409376 -0.012 0.024 0.005 0.457
H 0.543260 -6.337577 2.712682 0.018 -0.017 0.000 0.458
H 3.088028 -8.822501 2.614673 -0.023 -0.003 0.070 0.351
H 0.832133 -4.503002 -1.328373 -0.003 0.069 -0.212 0.369
C -8.024200 -4.056054 -2.835276 0.265 -0.043 -0.044 -1.040
C -9.009704 -3.986165 -1.934918 -0.301 0.179 -0.652 0.387
C -8.773981 -4.289870 -0.488374 0.458 -0.212 0.559 1.017
O -9.702137 -4.192973 0.294711 -0.234 0.097 -0.307 -0.622
C -7.433900 -4.695328 -0.081904 -0.383 0.117 -0.001 -0.795
C -6.444444 -4.769667 -0.982528 0.394 -0.280 0.729 0.286
C -6.674725 -4.439299 -2.425827 -0.352 0.177 -0.509 1.001
O -5.744133 -4.502838 -3.205389 0.152 -0.116 0.254 -0.592
O -5.208936 -5.139245 -0.640624 -0.696 0.088 -0.645 -0.550
O -10.258559 -3.639905 -2.279441 0.273 -0.155 0.579 -0.578
H -8.182662 -3.836835 -3.882082 -0.011 0.007 0.018 0.418
H -7.281023 -4.928693 0.962471 0.024 -0.001 -0.017 0.434
H -4.683007 -5.108665 -1.464387 0.299 0.114 0.211 0.329
H -10.774556 -3.663604 -1.450619 -0.021 0.020 -0.052 0.350
```
Forces are in eV/Å.

Calculated values
**Energy**: -4040.30791 Eh
**Structure (SMILES)**: C=CC[C@]1(P(=N)(O)O)OC(=O)O[C@@]1(CCCI)N=C=S.O=C1C=C(O)C(=O)C=C1O.O=C1C=C(O)C(=O)C=C1O.O=C1C=C(O)C(=O)C=C1O.O=C1C=C(O)C(=O)C=C1O
**Spin multiplicity**: 1

Number 1: Kohn-Sham gap 8.958 eV, HOMO -8.98 eV. Number 2: Kohn-Sham gap 9.593 eV, HOMO -8.72 eV. Number 3: Kohn-Sham gap 7.077 eV, HOMO -8.77 eV.